{
  "formula": "Br2ClOP",
  "method": "ωB97M-V/def2-TZVPD",
  "molar_mass_g_mol": 242.23,
  "energy_ev": -163944.223,
  "smiles": "O=PCl.BrBr",
  "lumo_energy_ev": -1.53,
  "e_above_lowest_kj_mol": 0.00,
  "spin_multiplicity": 1,
  "gap_ev": 8.710,
  "elements": ["O", "P", "Cl", "Br", "Br"],
  "coordinates": [[-0.83794, 0.30769, -0.17340], [-0.49020, -0.38287, 1.05235], [0.41525, -2.12285, 0.48907], [1.06554, 2.94002, -2.11016], [2.12981, 1.84673, -0.41182]],
  "forces_ev_per_a": [[-0.4, 0.6, -0.5], [0.1, -0.2, 0.4], [0.2, -0.4, 0.1], [0.0, -0.1, 0.1], [0.1, 0.1, -0.1]],
  "lowdin_charge": [-0.592, 0.420, 0.128, 0.036, 0.008]
}



{
  "formula": "C8H15NS",
  "method": "ωB97M-V/def2-TZVPD",
  "molar_mass_g_mol": 157.28,
  "energy_ev": -20859.943,
  "smiles": "CC=C=C(C)CC.C=NS",
  "lumo_energy_ev": 0.82,
  "e_above_lowest_kj_mol": 298.90,
  "spin_multiplicity": 1,
  "gap_ev": 9.133,
  "elements": ["C", "C", "C", "C", "C", "C", "C", "H", "H", "H", "H", "H", "H", "H", "H", "H", "H", "H", "H", "C", "N", "S", "H", "H", "H"],
  "coordinates": [[-1.21986, 2.57578, 0.49268], [-0.03036, 2.05026, -0.32570], [0.20457, 0.75405, -0.29030], [0.75174, -0.36269, -0.72631], [0.68026, -0.93762, -2.13627], [1.44740, -1.33831, 0.23662], [2.96045, -0.97686, 0.10075], [-1.32287, 2.14312, 1.45498], [-1.01826, 3.58047, 0.69115], [-2.23765, 2.41736, 0.22155], [0.66799, 2.66746, -0.67393], [1.70448, -1.20009, -2.18053], [-0.07016, -1.73586, -2.17378], [0.44476, -0.24435, -2.94673], [1.16546, -1.06650, 1.21222], [1.26093, -2.38451, 0.09833], [2.96616, 0.07941, -0.10381], [3.19500, -1.49737, -0.72087], [3.70512, -1.21845, 0.86649], [-2.53974, -0.50807, 2.09670], [-1.97880, -0.58121, 0.98481], [-3.01171, -1.00536, -0.29725], [-3.59068, -0.55670, 2.41479], [-1.95594, -0.22092, 2.90167], [-2.17830, -0.43306, -1.19729]],
  "forces_ev_per_a": [[0.7, -0.4, -0.4], [-4.1, -3.7, 3.1], [1.4, 0.1, -2.2], [-1.4, -1.0, 0.7], [-1.2, 1.1, 0.8], [1.3, 2.1, 0.2], [-1.4, 0.8, 2.2], [0.9, -0.8, 1.1], [-0.2, 1.9, 0.1], [-0.7, 0.2, -1.5], [2.7, 2.6, -1.2], [0.9, -1.2, -1.1], [0.6, -0.3, -0.1], [0.1, 0.2, 0.3], [-0.7, 0.1, 1.3], [-0.3, -0.5, -0.4], [0.5, 0.4, 0.0], [1.8, -1.6, -3.4], [-0.6, -0.1, 0.3], [-1.3, 0.4, 0.9], [-0.5, -0.5, -0.6], [0.4, 0.3, -0.7], [-0.1, -0.4, -0.9], [1.6, 0.4, 1.6], [-0.3, -0.3, 0.0]],
  "lowdin_charge": [-0.097, -0.088, -0.033, -0.325, -0.036, -0.184, -0.077, 0.041, 0.043, 0.057, 0.052, 0.054, 0.079, 0.083, 0.079, 0.105, 0.075, 0.011, 0.080, -0.197, -0.416, 0.728, 0.074, 0.042, -0.150]
}



{
  "formula": "C5H9N",
  "method": "ωB97M-V/def2-TZVPD",
  "molar_mass_g_mol": 83.13,
  "energy_ev": -6818.960,
  "smiles": "CC(C)C=C=N",
  "lumo_energy_ev": 0.90,
  "e_above_lowest_kj_mol": 196.30,
  "spin_multiplicity": 1,
  "gap_ev": 9.862,
  "elements": ["C", "C", "C", "C", "C", "N", "H", "H", "H", "H", "H", "H", "H", "H", "H"],
  "coordinates": [[-0.54119, 1.21782, -0.49768], [-0.48556, -0.10988, 0.26009], [-1.30980, -1.18952, -0.42652], [0.91576, -0.63437, 0.42452], [1.97528, 0.08526, 0.17594], [2.91496, 0.87060, 0.35967], [0.02059, 2.01386, 0.00582], [-1.58045, 1.55022, -0.59006], [-0.12732, 1.10597, -1.50702], [-0.90140, 0.06147, 1.26699], [-0.91480, -1.36676, -1.43347], [-2.36070, -0.89847, -0.49739], [-1.24036, -2.12988, 0.13202], [1.10460, -1.60129, 0.87993], [2.53731, 0.93933, 1.33831]],
  "forces_ev_per_a": [[0.0, 0.0, 0.0], [-0.1, -0.1, -0.1], [-0.2, -0.1, -0.1], [0.1, -0.1, -0.2], [-0.4, -0.3, 0.1], [-0.8, -0.4, 0.7], [-0.1, -0.2, 0.0], [0.1, 0.0, 0.0], [-0.1, 0.0, 0.1], [0.1, -0.1, -0.1], [-0.1, 0.0, 0.1], [0.0, -0.1, -0.1], [-0.1, 0.1, -0.1], [-0.2, -0.1, -0.3], [1.8, 1.4, 0.0]],
  "lowdin_charge": [-0.084, -0.450, -0.094, -0.116, -0.215, 0.133, 0.077, 0.078, 0.087, 0.136, 0.086, 0.076, 0.076, 0.115, 0.094]
}



{
  "formula": "C5H13N3",
  "method": "ωB97M-V/def2-TZVPD",
  "molar_mass_g_mol": 115.18,
  "energy_ev": -9865.868,
  "smiles": "C/C=C/C.N=C(N)N",
  "lumo_energy_ev": 0.83,
  "e_above_lowest_kj_mol": 48.07,
  "spin_multiplicity": 1,
  "gap_ev": 10.062,
  "elements": ["C", "C", "C", "C", "H", "H", "H", "H", "H", "H", "H", "H", "N", "C", "N", "N", "H", "H", "H", "H", "H"],
  "coordinates": [[0.21145, -1.40586, -3.00277], [-0.69288, -0.30669, -2.54072], [-0.29742, 0.95060, -2.36973], [-1.19383, 2.06043, -1.88091], [0.24556, -2.23465, -2.29670], [-0.13699, -1.84912, -3.93551], [1.22760, -1.05620, -3.16035], [-1.74320, -0.53699, -2.40489], [0.75403, 1.17389, -2.50873], [-2.10257, 2.16299, -2.47041], [-0.66752, 3.00991, -1.87592], [-1.49693, 1.86238, -0.85049], [1.80363, 0.16657, 2.52233], [0.61222, -0.27051, 2.46651], [-0.42804, 0.26600, 1.68914], [0.24353, -1.41224, 3.19087], [1.89827, 0.99832, 1.94371], [-0.06282, 0.61323, 0.81244], [-1.15553, -0.40977, 1.49968], [-0.67612, -1.29717, 3.60058], [0.91525, -1.55305, 3.93551]],
  "forces_ev_per_a": [[-0.1, -0.2, 0.0], [0.3, 0.3, -0.3], [-0.2, -0.2, 0.3], [0.2, -0.1, 0.2], [0.0, 0.0, 0.2], [-0.1, 0.1, -0.1], [0.1, 0.1, 0.0], [-0.1, -0.1, 0.1], [0.1, 0.1, -0.1], [0.0, 0.0, -0.1], [0.0, 0.1, -0.1], [-0.1, 0.1, 0.0], [-0.1, 0.2, 0.1], [0.0, -0.2, -0.2], [0.3, -0.3, 0.0], [-0.1, 0.5, 0.3], [0.1, -0.1, -0.1], [-0.1, 0.2, 0.0], [0.0, 0.0, 0.0], [0.0, -0.2, -0.1], [0.0, -0.1, -0.1]],
  "lowdin_charge": [-0.112, -0.190, -0.189, -0.109, 0.069, 0.069, 0.070, 0.103, 0.097, 0.073, 0.065, 0.059, 0.092, -0.632, 0.102, 0.087, 0.034, 0.068, 0.080, 0.082, 0.084]
}



{
  "formula": "C19H31BF4IK3MgN3O14P",
  "method": "ωB97M-V/def2-TZVPD",
  "molar_mass_g_mol": 911.75,
  "energy_ev": -136676.440,
  "lumo_energy_ev": -3.16,
  "spin_multiplicity": 1,
  "gap_ev": 1.412,
  "elements": ["C", "C", "C", "C", "C", "C", "N", "I", "N", "C", "C", "C", "O", "C", "O", "C", "C", "C", "C", "P", "O", "O", "O", "H", "H", "H", "H", "H", "H", "H", "H", "H", "H", "H", "H", "H", "H", "H", "H", "H", "H", "H", "H", "H", "H", "H", "F", "K", "F", "K", "B", "O", "C", "O", "C", "O", "O", "F", "F", "C", "N", "O", "O", "H", "H", "H", "K", "O", "C", "C", "O", "H", "H", "H", "H", "Mg", "O", "H"],
  "coordinates": [[4.31433, -1.62381, -0.29497], [3.64532, -0.95945, 0.99952], [2.65540, 0.22152, 0.53515], [1.52201, -0.50612, -0.34371], [0.14069, 0.22426, -0.39515], [-0.39956, 0.77839, -1.72856], [-1.66424, 1.40752, -1.70433], [-2.28567, 2.14654, -3.55914], [-2.52598, 1.60066, -0.72103], [-2.14193, 1.15315, 0.53234], [-3.21601, 1.38179, 1.72697], [-4.74239, 1.20591, 1.21021], [-5.14705, -0.19646, 1.29390], [-5.40994, -0.74231, 0.03112], [-6.32086, -0.38675, -0.75871], [-4.47127, -1.99526, -0.44835], [-3.96764, -1.85975, -1.95876], [-0.74834, 0.42183, 0.84687], [-0.27476, -0.08413, 2.28688], [-1.18608, -1.62488, 2.92553], [-1.78756, -2.48993, 1.83073], [-0.00740, -2.58675, 3.68526], [-2.32835, -1.26025, 4.18886], [4.55025, -0.84867, -1.12777], [3.62554, -2.42732, -0.75838], [5.28447, -2.17675, 0.04093], [2.95151, -1.77343, 1.40871], [4.39766, -0.63276, 1.77917], [3.26865, 0.87836, -0.16130], [2.27407, 0.83694, 1.40441], [1.43858, -1.61837, -0.05186], [1.92115, -0.51899, -1.41565], [0.25873, 0.65807, -2.63380], [-3.09645, 0.61437, 2.56666], [-3.09985, 2.46839, 2.15068], [-4.92024, 1.69198, 0.20057], [-5.40702, 1.78361, 1.93863], [-5.02193, -2.99969, -0.32018], [-3.56400, -2.02601, 0.23159], [-2.93439, -2.33551, -2.01380], [-4.65062, -2.40208, -2.68083], [-3.92643, -0.77738, -2.28721], [-0.35516, 0.73043, 3.10848], [0.83669, -0.35047, 2.26791], [0.22470, -3.30716, 3.04189], [-3.24098, -1.38937, 3.85836], [-4.66647, 3.84215, 0.84623], [-1.66791, 1.38674, 4.23909], [-3.17280, 5.28971, 1.04235], [6.39469, -2.21385, -1.41421], [-1.56548, -2.32809, -4.63508], [-0.74587, -1.70180, -3.57813], [0.20266, -2.57192, -3.23865], [1.04099, -2.36174, -2.39555], [0.05623, -3.79791, -4.04511], [0.75555, -4.77596, -3.98324], [-0.98218, -3.66192, -4.86882], [-1.50649, -1.54746, -5.82573], [-2.92058, -2.45026, -4.19604], [0.99518, 4.43688, -2.32407], [2.44511, 4.14351, -2.35625], [2.79674, 3.00420, -2.09561], [3.18423, 5.06954, -2.64734], [0.45911, 3.52864, -2.05530], [0.83099, 5.21574, -1.58082], [0.70420, 4.78024, -3.33543], [-6.45732, -3.46529, 0.20522], [5.20291, 2.47269, 5.53326], [5.98687, 1.65737, 4.89136], [5.66159, 1.76578, 3.27588], [6.42687, 0.93498, 2.62677], [5.90507, 0.58296, 5.13113], [7.07337, 1.82813, 4.97599], [5.76282, 2.83674, 3.03130], [4.57042, 1.61773, 3.18641], [1.22964, 6.05297, -4.74067], [0.89078, -4.14892, 0.21177], [0.64145, -3.72550, -0.60848]],
  "forces_ev_per_a": [[-0.6, -0.3, 1.1], [-1.2, -0.2, -0.5], [0.8, -0.9, -0.5], [0.2, 0.8, -0.8], [-2.4, 1.0, 0.4], [-0.3, -0.8, 4.6], [2.7, -0.9, -1.6], [0.0, -0.2, 0.6], [1.7, -1.7, 3.3], [1.5, -1.0, 0.5], [-0.4, 0.3, -1.2], [0.0, 2.6, 1.2], [0.2, -0.9, -2.6], [-1.5, -0.6, -2.3], [2.9, -0.8, 3.3], [1.0, 0.6, 0.6], [-0.2, -0.2, 0.5], [-0.9, 1.1, -3.5], [0.0, 1.1, 0.1], [0.0, -5.3, -1.4], [0.3, 2.8, 2.1], [-1.9, 2.3, -0.8], [1.9, 0.4, -1.6], [-0.4, -0.9, 1.5], [0.8, 1.2, 0.7], [-3.4, 1.3, 1.2], [1.2, 0.9, -0.2], [-0.7, -0.3, -1.1], [-1.0, -0.3, 1.0], [0.5, -0.7, -1.0], [-0.4, 1.3, -0.2], [-0.7, -0.1, 1.5], [-1.4, 0.3, 0.8], [0.0, 0.6, -1.5], [-0.5, -1.5, -1.2], [0.4, -0.7, 1.2], [1.0, -0.8, -1.1], [5.4, 3.7, -1.7], [-1.1, 0.0, -0.6], [-1.6, 0.8, 0.1], [0.8, 0.7, 0.9], [0.0, -1.3, 0.5], [1.6, -2.0, -3.0], [-1.7, 0.0, -0.1], [-0.3, 0.5, -0.1], [0.7, -0.2, -0.1], [-0.4, -1.1, 0.1], [-1.5, 1.6, 2.1], [0.9, 0.2, 0.2], [2.9, -0.7, -2.7], [-1.5, 0.5, -1.5], [0.4, -0.3, 0.3], [0.3, 1.9, 1.4], [-0.2, -0.1, -0.7], [-0.2, -2.5, -1.5], [-0.1, 0.6, 0.1], [0.4, 0.4, 0.7], [-0.1, -0.5, 1.0], [1.1, 0.1, -0.8], [-0.1, -0.4, 0.7], [-0.2, -0.1, 0.3], [0.1, 0.2, -0.2], [-0.2, -0.3, -0.1], [0.1, 0.1, 0.0], [0.0, 0.1, -0.2], [-0.1, -0.5, 0.9], [-5.3, -2.0, 1.7], [0.8, -1.0, -1.3], [0.4, 0.2, 4.8], [-0.4, -0.1, -4.8], [-0.9, 0.8, 1.1], [-0.8, -0.1, -0.5], [0.0, 0.8, -0.6], [0.8, 0.1, 0.5], [0.0, -0.7, 0.6], [0.3, 0.9, -1.2], [0.4, 0.5, 0.9], [-0.1, 0.0, -0.3]],
  "lowdin_charge": [-0.237, -0.202, -0.180, -0.173, -0.032, -0.041, -0.530, 0.967, 0.070, -0.074, -0.127, -0.164, -0.066, -0.415, 0.078, -0.201, -0.066, -0.026, -0.209, 0.645, -0.293, -0.179, -0.264, 0.062, 0.112, -0.028, 0.113, 0.097, 0.104, 0.098, 0.104, 0.108, 0.128, 0.029, 0.126, 0.121, 0.136, -0.089, 0.097, 0.099, 0.090, 0.084, -0.025, 0.099, 0.091, 0.076, -0.506, 0.982, -0.583, 1.026, -1.027, 0.182, -0.377, 0.109, -0.402, 0.156, 0.227, 0.102, 0.076, -0.063, -0.459, 0.038, -0.032, 0.064, 0.119, -0.178, 1.081, -0.060, -0.342, -0.354, -0.103, 0.115, 0.118, 0.119, 0.100, 0.523, -0.551, -0.216]
}